No. 1
Density functional theory data (the ωB97M-V functional and the def2-TZVPD basis) for 2 unconnected molecules or ions with the total composition C5H13NO.

Properties
SMILES string: CCC(N)=O.CC
Frontier orbital gap: 10.6 eV
ΔE to the lowest compared entry with this formula, charge and spin: 6.7 kcal per mole
Strongest force on any atom: 0.01883 hartree/bohr
Total charge: 0
Multiplicity: 1

Positions of all 20 atoms, in Å:
H  0.3464  1.0227  -1.3826
C  1.1700  -2.3213  -0.0208
O  -1.1899  1.8037  1.3493
H  -2.1734  1.9027  -2.2474
H  0.8888  -4.4181  0.4981
C  1.3294  -3.8172  -0.2978
N  0.7345  0.6588  1.0929
H  -0.9424  3.0314  -1.8844
H  2.3684  -4.1014  -0.4301
C  -0.3679  1.2880  0.6201
H  0.7409  -4.0997  -1.1663
H  1.4014  0.1466  0.5414
C  -1.4986  2.2022  -1.4485
H  0.9927  0.8096  2.0559
H  0.8732  -2.1044  1.0005
H  -2.1329  2.5342  -0.6320
C  -0.6215  1.1080  -0.8875
H  2.0907  -1.7739  -0.2519
H  0.4542  -1.8194  -0.6745
H  -1.0907  0.1291  -0.8921


No. 2
Density functional theory data (the ωB97M-V functional and the def2-TZVPD basis) for 3 unconnected molecules or ions with the total composition C8H18BrP.

Properties
Frontier orbital gap: 9.5 eV
ΔE to the lowest compared entry with this formula, charge and spin: 33.0 kcal per mole
Strongest force on any atom: 0.07619 hartree/bohr
Total charge: 0
Multiplicity: 1

Positions of all 28 atoms, in Å:
C  -2.5049  1.4198  1.8366
H  0.1174  -0.5781  3.1004
Br  -1.0578  2.1466  -0.9284
P  0.2316  1.5231  0.7992
H  0.7661  -0.0538  -0.1099
H  3.8659  -1.7196  -0.3791
H  -3.1710  0.8954  2.5332
C  2.6030  -0.2406  -1.5000
C  -1.1639  0.6354  1.7288
C  1.3499  -1.3166  -3.5198
H  -2.5924  -0.5148  0.4690
H  -1.2531  0.2493  3.9079
C  -1.6754  -0.6518  1.0096
H  0.6250  -0.8571  -1.6430
H  -1.8837  -1.5948  1.6559
H  0.3813  -1.7382  -3.6093
H  2.0755  -1.8650  -4.0449
C  1.5601  -1.2453  -1.9959
H  -2.9456  1.5361  0.8650
H  -0.9009  -1.0032  0.3494
H  4.4782  0.0916  -0.9417
C  -0.5059  0.3812  3.0803
C  3.7316  -0.6724  -0.9546
H  1.4556  -0.3156  -4.0582
H  2.3991  0.8359  -1.7500
H  -2.3226  2.4159  2.3999
H  1.7769  -2.1818  -1.5092
H  0.2065  1.2711  3.3228